1.
Here is C23H28LiN2O6 as an isolated structure from the OMol25 dataset. Energies are from the ωB97M-V functional and the def2-TZVPD basis.

Results
Highest occupied orbital energy, eV: -4.28
F_max, eV/Å: 0.982
Energy above the lowest of the compared OMol25 structures with the same formula, charge and spin, kJ/mol: 11.1

ORCA input file:
```
! wB97M-V def2-TZVPD RIJCOSX def2/J DEFGRID3
* xyz -1 1
Li 0.9017 -1.7791 -0.3430
O -0.3679 1.1813 0.4763
C 0.8365 1.6934 1.0191
C 2.0263 0.6807 0.6698
O 3.1323 0.9173 1.1407
O 1.7147 -0.2487 -0.1455
C 0.6067 1.9183 2.5032
C -0.5792 2.5541 2.8694
C -0.8921 2.7636 4.2023
C -0.0191 2.3401 5.1947
C 1.1641 1.7120 4.8394
C 1.4802 1.5027 3.5020
C 1.2159 2.9766 0.2867
C 1.0775 3.0125 -1.1010
C 1.4484 4.1376 -1.8173
C 1.9530 5.2506 -1.1569
C 2.0969 5.2204 0.2210
C 1.7374 4.0875 0.9388
H -0.0188 0.5034 -0.1299
H -1.2588 2.8740 2.0891
H -1.8211 3.2523 4.4724
H -0.2620 2.4985 6.2390
H 1.8463 1.3714 5.6093
H 2.4076 1.0225 3.2293
H 0.6779 2.1484 -1.6160
H 1.3521 4.1412 -2.8964
H 2.2309 6.1344 -1.7190
H 2.4894 6.0880 0.7383
H 1.8672 4.0634 2.0132
O -0.9894 -0.9615 -2.0585
C -1.9545 -0.7936 -1.3435
C -2.2881 -1.6526 -0.1498
C -3.2718 -2.7351 -0.6517
C -4.4653 -2.2604 -1.5028
C -4.0870 -1.7517 -2.9084
C -3.6657 -0.2660 -2.9290
N -2.9768 0.0950 -1.6915
H -2.7285 -1.0428 0.6403
H -1.3951 -2.1526 0.2285
H -3.6575 -3.2635 0.2224
H -2.6985 -3.4564 -1.2390
H -5.0371 -1.4962 -0.9640
H -5.1348 -3.1154 -1.6238
H -4.9219 -1.9009 -3.5979
H -3.2547 -2.3593 -3.2732
H -4.5373 0.3818 -3.0278
H -3.0011 -0.0797 -3.7719
H -3.6281 0.2033 -0.9302
O 0.6838 -3.3943 0.2810
N 1.5100 -3.5883 -0.8006
C 3.1783 -3.6406 -2.8500
O 3.6284 -4.0284 -1.5626
C 2.7199 -3.8708 -0.5394
C 3.3247 -4.0435 0.8129
H 2.3338 -4.2518 -3.1741
H 4.0253 -3.7811 -3.5210
H 2.8562 -2.5969 -2.8497
H 4.2134 -4.6699 0.7562
H 2.5785 -4.4802 1.4746
H 3.5970 -3.0650 1.2152
*
```



2.
Here is C24H23BaF4N4 as an isolated structure at a distorted geometry from the OMol25 dataset. Energies are from the ωB97M-V functional and the def2-TZVPD basis.

Results
Highest occupied orbital energy, eV: -9.42
F_max, eV/Å: 3.361

ORCA input file:
```
! wB97M-V def2-TZVPD RIJCOSX def2/J DEFGRID3
* xyz 1 1
Ba -0.2984 -0.2258 0.0064
C 1.5507 2.2726 0.8959
C 1.2732 2.2631 2.3938
N 0.6171 1.0309 2.8531
C -0.3825 1.3776 3.8842
C 0.2874 1.5742 5.2229
C 1.6289 0.0114 3.1803
C 0.9773 -1.4043 3.2298
N 0.4365 -1.8792 1.9347
C 0.2666 -3.2152 1.7731
C -0.2329 -3.7624 0.5428
F -0.7202 -2.8662 -0.4240
C -0.2415 -5.0946 0.1641
F -0.9285 -5.5199 -0.9509
C 0.4050 -6.0051 0.9779
C 0.7750 -5.5803 2.2653
F 1.3345 -6.5294 3.0728
C 0.6013 -4.2538 2.6410
F 0.8857 -3.9371 3.9625
H 2.2397 3.1141 0.7861
H 0.6697 2.4646 0.3044
H 1.9800 1.3259 0.5433
H 0.4947 3.0190 2.5382
H 2.1707 2.5336 2.9609
H -1.1233 0.5651 3.7993
H -0.8503 2.2848 3.5147
H 0.5585 0.5920 5.7377
H -0.2704 2.1571 5.8990
H 1.2638 2.0550 5.1544
H 2.1268 0.2487 4.1260
H 2.3727 0.0480 2.4283
H 0.1591 -1.3768 3.9698
H 1.7216 -2.1116 3.5020
H 0.5122 -7.0586 0.7090
C -0.2263 -1.8388 -4.9109
C 0.0675 -1.5930 -3.5919
N -0.2642 -0.4871 -2.8840
C -0.8274 0.5341 -3.5889
C -1.0287 0.4197 -4.9926
C -0.8666 -0.8115 -5.5931
C -1.5213 1.4915 -5.7722
C -1.5558 2.7713 -5.1830
C -1.2023 3.0149 -3.8481
C -1.2770 4.2769 -3.1880
C -1.2708 4.3983 -1.8083
C -1.3022 3.2036 -1.0970
N -1.0866 2.0087 -1.6340
C -1.0140 1.8512 -2.9772
H 0.0233 -2.7764 -5.3707
H 0.4184 -2.4131 -2.9739
H -1.3166 -0.9670 -6.5707
H -1.7260 1.3554 -6.8447
H -2.0128 3.6408 -5.6806
H -1.4345 5.1790 -3.7871
H -1.4560 5.2966 -1.2809
H -1.3809 3.3278 -0.0212
*
```



Number 1: calculated total energy -1461.825615 a.u.. Number 2: calculated total energy -1572.120567 a.u..